(1)
A molecular structure, C2H2CuO in a non-equilibrium geometry, computed with ωB97M-V/def2-TZVPD.

Last column: Löwdin spin population.
Cartesian coordinates (Å):
H1 1.43644 0.84250 0.57637  -0.003
O1 -0.38017 -0.16201 0.31690  0.223
C1 1.11199 -0.09159 0.08769  -0.002
C2 -1.02855 0.89044 0.05526  0.259
H2 1.24252 -0.24402 -0.99549  0.000
Cu1 -2.38223 -1.23532 -0.04072  0.523

- ⟨S²⟩: 0.773
- Gap between HOMO and LUMO (spin up / spin down): 5.199 / 6.212 eV
- Energy relative to the best compared isomer or geometry (same formula, charge and spin): 12.6 kcal/mol
- 2S+1: 2
- HOMO (spin up / spin down): -6.80 / -7.72 eV
- LUMO energy (spin up / spin down): -1.60 / -1.50 eV



(2)
A molecular structure, C23H31FNO2RuSe2 in a non-equilibrium geometry, computed with ωB97M-V/def2-TZVPD.

Last column: Löwdin spin population.
Cartesian coordinates (Å):
Ru1 0.96527 -0.19815 0.76624  2.259
O1 3.47823 2.98881 2.72764  0.013
C1 4.38703 3.22100 1.61282  0.002
C2 4.02053 2.52906 0.25427  0.018
C3 5.04928 3.05997 -0.76869  0.003
O2 6.30885 2.68551 -0.28443  0.002
C4 4.09040 1.00371 0.38320  0.072
Se1 2.61584 0.04914 -0.67935  0.345
C5 2.73610 3.09609 -0.16557  0.049
Se2 1.09546 2.08791 0.62726  0.266
H1 2.63321 3.42106 2.47480  0.005
H2 5.31850 2.79845 1.92061  0.000
H3 4.47183 4.32967 1.48018  0.001
H4 4.98136 4.15653 -0.89582  0.000
H5 4.89243 2.57248 -1.75100  0.000
H6 7.02505 2.96506 -0.89397  0.000
H7 3.86926 0.57578 1.34206  0.007
H8 5.08687 0.51723 0.10766  0.007
H9 2.49003 3.02344 -1.30349  0.010
H10 2.64968 4.09972 0.26636  0.001
C6 -0.88983 -1.36727 -2.74800  0.001
C7 -1.73036 -0.12598 -2.57681  0.002
C8 -2.82958 -0.36172 -3.63929  0.000
C9 -2.32247 0.23120 -1.23816  0.025
C10 -3.35778 1.20211 -1.37250  0.001
C11 -4.13507 1.54523 -0.28055  0.012
C12 -3.99066 0.84603 0.94454  -0.002
C13 -2.86520 0.04954 1.14492  0.022
C14 -2.64463 -0.34639 2.60532  0.002
C15 -1.67404 0.56932 3.33853  0.011
C16 -2.29483 -1.80420 2.89668  0.004
C17 -1.98628 -0.27491 0.09851  0.043
N1 -0.79614 -1.01083 0.25679  0.445
C18 -0.83574 -2.37036 0.03091  0.024
C19 -1.95921 -3.15048 -0.45749  0.118
C20 -1.70849 -4.42088 -1.04298  -0.010
C21 -0.47000 -4.98938 -0.98938  0.101
C22 0.57014 -4.34771 -0.32874  -0.019
C23 0.34650 -3.07930 0.17760  0.087
F1 1.26999 -2.58531 1.06897  0.052
H11 -0.60817 -1.33745 -3.83930  0.000
H12 -1.36665 -2.28956 -2.61258  0.001
H13 0.03925 -1.32770 -2.19795  -0.001
H14 -1.06350 0.66020 -2.95210  0.001
H15 -3.34478 -1.28684 -3.36291  0.000
H16 -2.27254 -0.57037 -4.67876  0.000
H17 -3.52710 0.44777 -3.79219  0.000
H18 -3.48173 1.77201 -2.29305  0.001
H19 -4.84939 2.33633 -0.30077  0.001
H20 -4.66192 0.98445 1.81057  0.000
H21 -3.60643 -0.14807 3.09262  0.001
H22 -0.62484 0.46739 3.01049  0.008
H23 -1.74434 0.33784 4.42457  0.001
H24 -1.95191 1.65148 3.26786  0.000
H25 -1.19445 -1.98860 2.78039  0.002
H26 -2.89089 -2.54927 2.36839  0.001
H27 -2.45474 -1.93895 3.94196  0.000
H28 -2.93468 -2.75651 -0.57802  0.005
H29 -2.53829 -4.91845 -1.50950  -0.003
H30 -0.35795 -5.93945 -1.46279  0.006
H31 1.57354 -4.79740 -0.22656  -0.002

- ⟨S²⟩: 6.071
- Gap between HOMO and LUMO (spin up / spin down): 7.232 / 5.780 eV
- Total charge: +1
- 2S+1: 5
- HOMO (spin up / spin down): -11.09 / -11.24 eV
- LUMO energy (spin up / spin down): -3.86 / -5.46 eV



(3)
A molecular structure, C31H42AlN3O3SeTe in a non-equilibrium geometry, computed with ωB97M-V/def2-TZVPD.

Last column: Mulliken charge in e.
Cartesian coordinates (Å):
Al1 -0.94924 1.05657 -1.12076  -0.703
C1 -2.71143 -2.67371 -0.89058  -1.986
C2 -2.51019 -1.24727 -0.57196  0.577
O1 -1.61405 -0.68420 -1.27800  -0.184
C3 -3.29007 -0.49347 0.40921  1.596
C4 -4.38216 -1.16319 1.05349  -1.034
C5 -5.17820 -0.49248 1.96394  -0.981
C6 -4.82657 0.84410 2.29920  -0.419
C7 -3.71413 1.48194 1.80635  -1.154
C8 -2.90180 0.83244 0.81827  0.666
O2 -1.91832 1.52675 0.30519  -0.084
H1 -2.05471 -2.97187 -1.67423  0.400
H2 -3.71157 -2.94408 -1.10983  0.564
H3 -2.48136 -3.34931 -0.01214  0.346
H4 -4.60811 -2.13765 0.73498  0.538
H5 -6.04123 -0.95992 2.39502  0.483
H6 -5.39347 1.32613 3.08193  0.468
H7 -3.41759 2.44726 2.11286  0.605
O3 -0.44838 0.78186 -2.97425  -0.178
C9 0.21548 1.83446 -3.68406  -0.736
C10 -0.05610 3.09243 -2.87797  0.828
C11 0.20247 4.33274 -3.38744  -0.853
C12 0.02744 5.42763 -2.58038  -0.450
C13 -0.43026 5.23193 -1.28635  -0.849
C14 -0.75503 3.98086 -0.85813  -0.364
N1 -0.50516 2.87943 -1.66908  0.698
H8 -0.82651 0.18020 -3.63784  0.412
H9 -0.10139 1.96757 -4.71043  0.557
H10 1.26222 1.65065 -3.65094  0.263
H11 0.56424 4.53116 -4.41271  0.478
H12 0.30817 6.42069 -2.91388  0.481
H13 -0.59401 6.06580 -0.63544  0.509
H14 -1.22838 3.78576 0.12205  0.505
C15 -5.13910 2.75167 -0.89690  -1.020
Te1 -4.04953 1.73562 -2.44731  0.439
C16 -3.80508 3.59002 -3.58575  -1.116
H15 -5.88091 3.28660 -1.45070  0.487
H16 -4.54319 3.40293 -0.23595  0.326
H17 -5.54947 1.96140 -0.31252  0.225
H18 -3.36612 4.34974 -2.99306  0.335
H19 -4.77751 3.85433 -3.94237  0.426
H20 -3.16604 3.34512 -4.44742  0.296
C17 5.24419 -1.61000 1.40890  -0.652
C18 5.64669 -1.22979 -0.04710  -0.605
C19 4.60885 -0.39881 -0.83407  -0.177
C20 3.50450 -1.19353 -1.48665  -0.964
N2 2.49339 -1.69527 -0.51202  0.795
C21 1.52333 -1.02991 0.08601  -0.528
Se1 1.25038 0.82742 -0.15004  -0.208
N3 0.90411 -1.86336 0.95035  1.318
C22 0.08494 -1.51884 2.07900  -0.710
C23 0.86327 -1.65130 3.41716  -0.927
C24 1.73655 -0.48094 3.78316  -0.143
C25 1.08036 0.88442 3.81054  -1.241
C26 1.49280 -3.12909 0.85187  1.028
C27 1.19746 -4.28574 1.58503  -0.847
C28 2.06371 -5.30193 1.33310  -0.793
C29 3.12184 -5.22606 0.36347  -0.767
C30 3.36940 -4.10206 -0.36720  -0.928
C31 2.50357 -3.03673 -0.06960  0.200
H21 5.95185 -2.36727 1.91937  0.326
H22 4.28993 -2.09784 1.39497  -0.067
H23 5.13263 -0.71646 2.07968  0.283
H24 5.81083 -2.11756 -0.63152  0.259
H25 6.63662 -0.63466 -0.02838  0.351
H26 5.10317 0.27588 -1.54903  0.473
H27 4.08906 0.30141 -0.13113  0.069
H28 3.78544 -2.02127 -2.18472  0.605
H29 2.91476 -0.48790 -2.13458  -0.005
H30 -0.78097 -2.19197 2.13819  0.318
H31 -0.31243 -0.51639 1.89951  -0.033
H32 1.38935 -2.56514 3.36841  0.524
H33 0.04257 -1.88305 4.13467  0.481
H34 2.52737 -0.37826 3.06456  -0.089
H35 2.13125 -0.67407 4.73934  0.520
H36 0.76449 1.32911 2.85160  0.117
H37 1.77682 1.55687 4.31150  0.430
H38 0.16231 0.96964 4.37630  0.359
H39 0.31308 -4.25488 2.23165  0.501
H40 1.96004 -6.23037 1.88080  0.451
H41 3.78447 -6.05147 0.30672  0.465
H42 4.18437 -4.04147 -1.09390  0.416

- Gap between HOMO and LUMO: 7.340 eV
- Total charge: +2
- Energy relative to the best compared isomer or geometry (same formula, charge and spin): 0.0 kcal/mol
- 2S+1: 1
- HOMO: -13.07 eV
- LUMO energy: -5.73 eV



(4)
C18H17N3O3 in the gas phase in a non-equilibrium geometry, computed with ωB97M-V/def2-TZVPD.

Last column: Mulliken charge in e.
Cartesian coordinates (Å):
O1 -3.20172 -0.49746 2.12337  -0.718
C1 -3.13623 -0.14658 0.95344  -0.029
C2 -2.04279 0.75502 0.51185  0.845
C3 -1.09132 1.32373 1.40018  -0.438
C4 -0.27306 2.04702 0.58172  0.198
C5 0.92373 2.90314 0.85894  -0.600
O2 1.95456 2.74904 -0.08489  -0.459
C6 2.58985 1.54406 -0.18047  0.606
C7 3.58410 1.48839 -1.18622  -0.607
C8 4.30711 0.35378 -1.39375  -0.511
C9 4.07577 -0.79623 -0.60610  0.045
N1 4.80610 -1.90288 -0.83682  -0.637
C10 4.58417 -2.96014 -0.10686  -0.260
C11 3.62024 -3.01941 0.91507  -0.493
C12 2.86531 -1.90641 1.16931  -0.594
C13 3.07662 -0.74174 0.40308  0.595
C14 2.34302 0.44521 0.60229  -0.244
O3 -0.69820 1.92095 -0.68567  -0.256
N2 -1.78317 1.12279 -0.72014  -0.355
N3 -4.02687 -0.55022 0.03556  0.130
C15 -4.06211 -0.23892 -1.37902  -0.481
C16 -5.37522 -0.85547 -1.86160  -0.661
C17 -5.56646 -2.03946 -0.91604  -0.595
C18 -5.08491 -1.47277 0.41341  -0.630
H1 -1.05451 1.19444 2.46032  0.498
H2 1.27743 2.70230 1.87922  0.350
H3 0.64124 3.95948 0.78467  0.311
H4 3.74208 2.37687 -1.77702  0.446
H5 5.06657 0.30129 -2.15740  0.442
H6 5.19719 -3.82440 -0.32992  0.374
H7 3.48771 -3.92925 1.48019  0.386
H8 2.11043 -1.90386 1.94404  0.407
H9 1.59164 0.44908 1.37740  0.375
H10 -4.01401 0.83884 -1.54128  0.338
H11 -3.20010 -0.68868 -1.88205  0.309
H12 -5.32832 -1.15050 -2.90732  0.365
H13 -6.19241 -0.14441 -1.73584  0.304
H14 -6.59711 -2.38335 -0.87023  0.359
H15 -4.93135 -2.87105 -1.22282  0.291
H16 -4.69048 -2.22242 1.10199  0.336
H17 -5.88359 -0.92642 0.92827  0.256

- Gap between HOMO and LUMO: 8.918 eV
- Energy relative to the best compared isomer or geometry (same formula, charge and spin): 75.2 kcal/mol
- 2S+1: 1
- SMILES: O=C(c1cc(COc2ccc3ncccc3c2)on1)N1CCCC1
- HOMO: -8.53 eV
- LUMO energy: 0.39 eV



(5)
C5H3N5 in the gas phase in a non-equilibrium geometry, computed with ωB97M-V/def2-TZVPD.

Last column: Mulliken charge in e.
Cartesian coordinates (Å):
N1 -2.08765 3.34191 -0.68471  -0.483
C1 -1.31810 2.53215 -0.31616  0.424
C2 -0.50635 1.52089 0.00136  0.163
N2 0.45623 1.26426 0.91808  -0.552
C3 0.70707 -0.08338 1.02085  0.295
C4 1.93143 -0.70913 1.55613  0.046
N3 2.93705 -1.31302 1.88288  -0.445
C5 0.04297 -0.62546 -0.15936  0.351
N4 0.18388 -1.79690 -0.74524  -0.528
N5 -0.83016 0.35644 -0.63780  -0.184
H1 -0.75549 -2.22302 -1.38332  0.306
H2 0.63077 -2.38744 0.06911  0.323
H3 -1.39166 0.12269 -1.52182  0.284

- Gap between HOMO and LUMO: 8.392 eV
- Energy relative to the best compared isomer or geometry (same formula, charge and spin): 36.1 kcal/mol
- 2S+1: 1
- SMILES: N#Cc1nc(C#N)c(N)[nH]1
- HOMO: -8.74 eV
- LUMO energy: -0.35 eV



(6)
3 unconnected molecules or ions with the total composition C6H15NO2 in a non-equilibrium geometry, computed with ωB97M-V/def2-TZVPD.

Last column: Mulliken charge in e.
Cartesian coordinates (Å):
C1 0.09312 -2.21416 -0.66019  0.127
C2 -0.63223 -0.12905 -1.20901  -1.359
C3 -1.28759 -2.69991 -0.29522  -0.978
O1 1.00220 -2.23735 0.22453  -0.723
H1 0.60308 -1.32233 1.22097  0.451
H2 0.40573 -2.37995 -1.69741  0.431
H3 -2.01866 -2.48251 -1.07166  0.331
H4 -1.56000 0.06089 -0.66776  0.214
H5 -0.18350 0.79606 -1.57177  0.296
H6 -0.88553 -0.66252 -2.12616  0.447
H7 -1.23307 -3.78446 -0.15079  0.342
H8 -1.60523 -2.24742 0.64471  0.238
C4 -0.12818 2.95616 0.43881  -0.869
C5 1.85213 0.74938 0.30254  -1.142
N1 -0.27777 1.67888 1.11166  -0.092
C6 0.48263 0.59180 0.89517  0.538
O2 0.22992 -0.41525 1.68518  -0.576
H9 -1.14686 1.49484 1.58981  0.286
H10 -0.32687 2.88558 -0.63205  0.305
H11 -0.83247 3.65976 0.88111  0.326
H12 0.87711 3.35365 0.58771  0.299
H13 1.84051 1.39353 -0.57308  0.362
H14 2.50934 1.18329 1.06265  0.349
H15 2.22218 -0.22891 0.01026  0.397

- Gap between HOMO and LUMO: 7.917 eV
- Energy relative to the best compared isomer or geometry (same formula, charge and spin): 91.4 kcal/mol
- 2S+1: 1
- HOMO: -7.22 eV
- LUMO energy: 0.70 eV



| no. | electronic energy (hartree) |
| --- | --- |
| 1 | -1792.8072 |
| 2 | -6097.4570 |
| 3 | -4508.0207 |
| 4 | -1086.0764 |
| 5 | -466.0169 |
| 6 | -442.7355 |